Molecular formula: C41H90Cl12OS
Method: DFT, ωB97M-V with the def2-TZVPD basis set

Positions of all 145 atoms, in Å:
H -0.86852 4.78779 3.86642
H 0.12573 1.65457 0.47664
C 3.95905 -2.44508 -0.01647
C 0.50132 -4.98653 1.23284
C -5.27942 3.31526 -6.35988
H 0.83595 -5.33285 2.21444
C 0.83068 0.62402 2.23180
H -0.00688 -5.37994 -3.95884
H -2.99866 3.72416 3.23586
H 2.75616 -6.66281 -4.56359
H 1.56090 5.08909 -2.44738
C 5.54424 -3.30489 3.46331
C -4.51877 1.50107 2.27807
C 1.05424 -5.59070 -3.78979
H -5.26407 2.96509 -4.30830
C 3.51619 5.46687 -1.61881
C -1.68199 3.13423 -1.45404
H 2.17016 -6.48150 -2.20610
C 4.97079 -2.61005 -1.15748
S -2.81535 3.31892 -2.82969
H -2.99164 0.71784 3.56852
C -2.35953 -1.13287 -0.71055
H -6.90226 -0.54029 -1.69320
H -5.89250 4.21597 -6.41586
H -4.89950 0.48101 2.22731
H -2.05571 2.69778 2.23772
C -5.68242 2.44965 -5.17124
C 1.63364 -2.03929 5.85858
C 1.09470 -5.78676 0.06691
H -0.83009 3.81195 -3.94612
H 0.35643 -1.43187 0.44740
H 5.67004 -1.76001 -1.13355
C -1.42177 2.74110 4.35444
Cl 4.27789 1.40457 1.78847
H -1.38945 4.08219 -0.99846
H 4.20718 0.71023 -2.89519
H 5.59278 -3.50088 -1.08934
Cl 3.61190 4.19623 1.86928
H -0.13670 4.41632 6.26531
H 7.51384 -3.86852 2.62495
H 0.26246 3.51210 3.34854
C -1.60954 -0.64274 0.52653
H -2.29686 -0.31715 -1.44795
C 2.33017 4.56259 -1.86763
H 4.13585 5.60382 -2.51259
H -4.03960 1.00536 -5.46767
Cl -3.35951 -1.35081 7.05405
H -6.62129 -1.90813 -2.78688
C 1.69712 -6.51133 -4.80100
H -7.34318 0.92088 -3.69497
H -4.06085 1.70615 4.39639
C 3.13358 6.76532 -0.94322
Cl 5.83275 3.15607 3.47349
C 1.13277 -6.18334 -2.38421
C -6.89068 -0.06637 -3.82143
H 5.43785 -4.17275 4.11961
H 3.08014 3.35533 -3.48108
C -7.17565 -0.97262 -2.65589
H -0.91750 1.78147 4.48173
H 7.57778 -2.90513 4.16703
C -3.85536 -1.38744 -0.53546
C 4.76440 -3.46978 2.16687
C 0.59110 0.68805 0.71322
H -1.58526 5.30897 -3.30636
Cl 1.18808 -2.71939 4.28857
H 4.22774 4.94361 -0.96548
Cl 3.14744 2.51590 4.18176
C 7.04701 -3.08950 3.23443
C 3.51306 0.83109 -2.06516
Cl 2.67791 -0.63860 5.67878
H 0.78871 -3.93102 1.18145
H 1.66137 2.75310 -2.70775
H 5.21804 -2.44185 4.05868
H -1.92030 -1.99967 -1.21329
C -0.38788 3.85342 4.16048
H -4.41253 -0.49407 -0.23184
H -3.99420 1.65119 1.32773
H 3.79712 -3.95644 2.34826
H -1.70717 -1.41173 1.28633
H 4.00476 -1.51680 1.92068
C -3.30680 -2.88823 6.19405
C 4.22712 2.85334 2.81951
Cl 2.41569 -3.29279 6.81909
H 1.14006 4.93775 5.27052
C 2.64256 3.20259 -2.48616
H -1.98490 2.91204 5.28295
H -2.20782 4.51787 -4.81475
H 5.28379 -4.28248 1.62825
Cl -4.92229 -3.59900 6.14931
C 4.62647 -2.21330 1.33270
H -4.21281 3.53126 -6.38262
H 3.84753 0.18178 -1.25257
C 3.44128 2.27187 -1.60085
Cl -2.74150 -2.60872 4.55137
H 1.27730 -7.52236 -4.79341
Cl 0.16307 -1.55696 6.72424
H 2.71636 6.50498 0.03688
H -4.09653 -2.17227 0.18576
H 0.47445 -7.05531 -2.37544
C 0.44433 4.09630 5.40036
Cl -2.21567 -3.99769 7.02365
H 1.12315 3.26520 5.58962
C -1.75903 4.37626 -3.83882
H -5.53028 2.80275 -7.29985
H -7.38430 -0.50257 -4.69412
H -0.82920 2.55864 -1.81634
C -2.47721 2.75586 3.25187
H 5.58219 -1.67886 1.33734
H -6.76626 2.37164 -5.15236
H -0.58744 -5.04113 1.19280
H -0.37299 -5.07167 -1.37165
O -4.04596 4.07094 -2.52184
H -0.08423 -0.46743 -0.95157
H 4.47176 2.65374 -1.52979
H 3.51071 -3.43419 0.10110
H -2.05051 0.32047 0.78598
H 2.15330 -6.04382 0.14104
H 2.34988 7.35865 -1.41727
H -5.59453 0.55415 -6.09237
H 7.22603 -2.19468 2.62280
H -0.03685 0.30828 2.80980
H -4.99176 0.63376 -3.09368
H -2.14965 2.53667 -0.66931
H -8.21760 -1.29568 -2.60079
H 1.55703 -4.61781 -3.82906
H 1.67542 -6.15306 -5.83176
H 0.62665 -6.77884 0.17768
H 2.52252 0.46005 -2.34761
H 3.19547 -1.73341 -0.32144
H 1.18866 -4.26665 -1.50478
H -5.32557 2.23087 2.33177
C -5.40375 0.19381 -4.00713
H -4.30110 -1.62777 -1.50492
C 0.70587 -5.22348 -1.28182
H 4.00770 7.39935 -0.79661
H 1.20986 1.60916 2.48721
H 1.62001 -0.10967 2.40949
H 3.12014 2.40632 -0.56284
H 1.56373 0.77736 0.21066
C -3.53278 1.67007 3.43630
H 4.51652 -2.50600 -2.14582
H 1.78213 4.35284 -0.93333
H -4.90227 -0.77189 -4.15207
C -0.12663 -0.50059 0.14187
C -5.10898 1.05281 -5.24035

Properties
maximum force	1.701	eV/A
HOMO level	-8.906	eV
energy above the lowest of the compared OMol25 structures with the same formula, charge and spin	0.0	kJ/mol
frontier orbital gap	0.334	Ha
total energy	-207127.625	eV
spin multiplicity	1
lowest unoccupied orbital energy	0.195	eV